ORCA calculation (ωB97M-V/def2-TZVPD) on 2 unconnected molecules or ions with the total composition C8H10BrClN5 in a non-equilibrium geometry.

The calculation puts the HOMO-LUMO gap at 0.324 hartree. Its spin multiplicity is 1. The value obtained for the electronic energy is -98463.7909 eV. As for the charge: +1. For the energy relative to the best compared isomer or geometry (same formula, charge and spin), the calculation gives 32.4 kcal/mol.

Geometry (Å):
C 0.328770 3.396355 -0.102383
C 1.723107 2.952269 0.152905
C -0.368622 2.277409 -0.393514
C -1.603530 -1.779558 -0.036527
C 0.727921 -2.370507 0.278229
C -0.586645 -2.731938 0.193246
C 0.263785 -0.111193 -0.027091
C -2.883804 0.240833 0.380999
N 1.740045 1.670287 0.161886
N -1.485463 -0.484597 0.159157
N 0.528255 1.168815 -0.152892
N 1.051507 -1.041422 0.077104
N 1.772488 -3.119973 0.523622
Cl -3.149970 -2.444570 -0.414719
Br 4.368673 -0.837436 -0.152439
H 0.038831 4.332681 -0.479413
H 2.649229 3.438457 0.379193
H -1.319963 2.039696 -0.578283
H -0.817188 -3.743069 -0.115508
H -2.547738 0.987398 1.099983
H -3.445550 -0.295632 1.089395
H -3.146750 0.528939 -0.735026
H 3.244056 0.177358 -0.055421
H 1.672913 -4.123945 0.775678
H 2.679543 -2.758125 0.700505

Forces on atoms 1 to 2 (eV/Å):
C 1.5 -1.1 -1.4
C -2.5 -0.2 -0.1